DFT (wB97M-V/def2-TZVPD) results for C28H38CoF5N4O3P3 as an isolated structure.

Last column: Löwdin spin population.
CARTESIAN COORDINATES (ANGSTROEM)
H -7.1438 -3.2724 -1.6422  0.00
C -4.1502 1.9195 1.1447  0.00
H 2.8968 -2.5790 -2.2317  0.00
C 2.0822 -2.1065 -1.6758  0.00
H -0.3720 3.6387 1.1766  0.00
H -4.1049 -0.2231 1.3198  0.00
H 0.6275 4.1177 -0.2054  0.00
P -1.9949 -1.0316 -0.8173  0.11
Co -0.5220 0.7368 -1.4825  2.91
C 3.4868 -2.1545 0.3435  0.00
H 3.5336 1.1544 -2.8566  0.00
F -1.1833 1.0787 -5.6123  0.01
C -5.4493 -3.1395 -0.3361  0.00
F -2.5071 0.4539 -4.0171  0.00
H -0.2987 0.1560 4.4062  0.00
C 4.4424 1.0750 -2.2626  0.00
H 1.5549 -1.4283 -2.3411  0.00
H 5.0293 1.9836 -2.4046  0.00
H -5.9062 -3.7211 0.4541  0.00
H -1.0090 1.0268 3.0345  0.00
H -3.8020 -1.0697 -3.1418  0.00
C 0.0611 -2.7807 2.3180  0.00
H 0.4652 -2.5026 3.2837  0.00
C -3.6440 3.0400 0.4952  0.02
O -0.0538 1.1332 0.8038  0.04
O 2.4572 0.6096 1.0666  0.00
C -1.3327 1.0540 -4.2951  0.03
P 1.1764 1.4983 1.5394  0.00
H 2.9747 -3.0638 0.6609  0.00
C -4.2621 -1.6437 -2.3506  0.00
H 3.1790 4.4842 1.4135  0.00
H -1.4235 -3.7436 -1.1074  0.00
O 1.5767 0.8483 -1.3531  0.05
F 0.9632 0.8206 -4.0156  0.04
C 5.2466 0.8021 0.0442  0.00
H -0.2106 -5.4195 0.2163  0.00
C -2.1484 1.6552 -0.7437  0.31
H 0.7740 4.9777 1.3455  0.00
H -0.3803 1.9308 4.4149  0.00
H 2.7505 2.2686 3.7162  0.00
C -4.1678 -2.6439 -0.1588  0.01
C -0.6260 -1.8307 1.5743  0.01
C -0.2131 0.3486 -3.5267  0.19
H 4.9126 0.7248 1.0773  0.00
C 2.2529 1.3297 3.9735  0.00
N 1.6451 3.0762 1.3460  0.00
H -4.9303 2.0377 1.8861  0.00
H 5.8507 -0.0771 -0.1999  0.00
P 2.6400 0.2566 -0.5026  0.01
C -2.6384 2.9139 -0.4564  0.05
H -3.6361 -2.8492 0.7608  0.00
C -2.6727 0.5248 -0.1092  0.06
H 5.0313 0.2228 -2.6163  0.00
H 3.1796 3.5008 -0.0639  0.00
H -6.0761 -1.9494 -3.4408  0.00
N 1.0856 1.0856 3.1264  0.00
H 2.9707 0.5123 3.8823  0.00
H 3.7471 -1.5780 1.2307  0.00
H -0.7378 -0.8260 1.9526  0.00
N 4.0990 0.9442 -0.8438  0.00
C -6.1408 -2.8882 -1.5128  0.00
H 1.9345 1.3933 5.0113  0.00
H 4.4034 -2.4379 -0.1831  0.00
C -3.5716 -1.8862 -1.1677  0.03
C -1.0089 -3.4715 -0.1434  0.01
H 1.3902 -2.8844 -1.3487  0.00
C -3.6830 0.6504 0.8385  0.01
C -5.5439 -2.1451 -2.5193  0.00
C 3.0063 3.4831 1.0159  0.00
H 5.8764 1.6881 -0.0532  0.00
F -1.4132 2.3313 -3.8635  0.01
H -2.2520 3.7907 -0.9629  0.01
H -4.0314 4.0234 0.7286  0.00
C 0.6107 4.0035 0.8837  0.00
C -0.2212 1.0510 3.7859  0.00
N 2.5882 -1.3853 -0.5085  0.00
C -1.1747 -2.1702 0.3446  0.02
H 0.7638 -4.8041 2.4150  0.00
H 3.7247 2.8087 1.4749  0.00
C 0.2206 -4.0703 1.8341  0.01
F -0.2509 -0.9735 -3.8679  0.04
C -0.3228 -4.4144 0.6019  0.00

Values from the calculation:
multiplicity = 5
frontier orbital gap (alpha / beta) = 9.19 / 7.10 eV
E_HOMO (alpha / beta) = -11.06 / -11.45 eV
<S²> = 6.013
F_max = 0.019 hartree/bohr
charge = +1
relative energy (zero: lowest compared OMol25 entry of this formula, charge and spin) = 0.476 eV

***

DFT (wB97M-V/def2-TZVPD) results for C28H38N5OsPS3Si as an isolated structure in a non-equilibrium geometry.

Last column: Löwdin spin population.
CARTESIAN COORDINATES (ANGSTROEM)
H -0.9967 -0.8904 -2.2941  0.00
Os -1.1065 -0.4149 1.0230  2.37
H 3.0231 2.9580 2.0334  0.00
C 2.9506 -2.5257 -2.5093  0.01
S 0.6796 -1.5126 2.2414  0.30
C -0.7569 2.1390 3.0188  0.02
C 0.2649 1.5308 3.9273  0.01
H 0.2365 2.0159 4.9007  0.00
S -2.6223 -4.2782 -1.1037  0.13
H -2.5103 1.8038 -2.9382  0.00
H 1.6295 0.9683 -4.2711  0.00
C 4.9670 1.4334 -0.2737  0.00
N -1.5710 -1.9969 0.0568  0.04
H -2.6482 4.9066 2.5855  0.00
P 1.4492 -0.7069 -0.8122  0.13
C 0.3757 1.4877 -2.0357  0.00
H -4.1613 2.4160 -2.9833  0.00
H 3.7091 -1.7703 -2.7122  0.00
H -0.3930 1.4065 -1.2652  0.01
C -5.4557 1.6704 -0.2281  0.00
C -1.7317 -3.2971 4.9389  0.01
H -3.4887 3.5348 0.6858  0.00
H -5.4544 2.7076 0.1085  0.00
H -0.0751 1.9670 -2.9077  0.00
C 2.7632 0.4423 -0.2460  0.01
H -0.6472 -0.2145 -3.8925  0.00
C 3.3140 2.2725 1.2466  0.00
C 4.0588 0.5040 -0.7578  0.00
H 4.3730 -0.1736 -1.5398  0.00
Si -3.8120 1.0675 -0.9365  0.01
C -2.0348 -2.9690 -0.4338  0.05
H 0.8158 -3.4374 0.0364  0.00
H 0.4114 -3.2968 -1.6781  0.00
H 4.2969 -2.0334 -0.2413  0.00
C 2.4092 1.3406 0.7621  0.00
H -5.0037 -0.6840 -2.2089  0.00
C 2.0276 0.3394 -3.4698  0.01
C -2.7187 3.1721 1.3497  0.01
H 3.6469 -3.6598 -0.0258  0.00
C 3.3867 -2.5987 -0.0482  0.00
C 1.2304 -3.4438 -0.9723  0.01
H 3.4381 -3.5033 -2.5605  0.00
H -6.2128 1.5862 -1.0110  0.00
C -2.1814 1.8922 1.1509  0.03
H 0.0724 0.4671 4.0529  0.00
H 1.6602 -4.4316 -1.1554  0.00
C 0.9248 -3.4368 4.0430  0.00
C 0.9220 0.1112 -2.4402  0.01
N -1.1714 1.4322 1.9505  0.03
C -1.3136 -2.4639 3.8561  0.10
H 1.4023 1.3051 1.1590  0.00
C 0.0072 -2.5274 3.4444  0.06
H 5.3096 3.0457 1.0995  0.00
H 1.1729 2.1353 -1.6694  0.00
C -0.2100 -0.7313 -3.0335  0.00
C 2.3189 -2.3731 -1.1269  0.02
C 4.5987 2.3190 0.7279  0.00
C -4.0923 -0.6632 -1.6075  0.00
N 1.7051 -4.1610 4.4802  0.01
H 5.9695 1.4649 -0.6816  0.00
H -2.9533 3.2088 -1.9678  0.00
C -1.2742 3.3954 3.2592  0.01
H 2.1988 -2.4936 -3.2983  0.00
H -3.2685 -1.0025 -2.2369  0.00
C -2.2482 3.9172 2.4048  0.02
H 2.3755 -0.5869 -3.9214  0.00
H 2.8770 0.8617 -3.0303  0.00
N -2.0679 -3.9380 5.8325  0.03
H -0.9306 3.9569 4.1154  0.00
H 1.2726 1.6360 3.5194  0.00
H 3.0241 -2.3291 0.9408  0.00
S -2.4866 -1.4178 3.2161  0.43
H -4.2097 -1.3796 -0.7926  0.00
H -5.7773 1.0467 0.6090  0.00
C -3.3036 2.2393 -2.3295  0.00
H 0.1433 -1.7064 -3.3736  0.00
N -2.5226 0.9443 0.2448  0.08

Values from the calculation:
multiplicity = 5
frontier orbital gap (alpha / beta) = 7.49 / 5.34 eV
E_HOMO (alpha / beta) = -7.77 / -7.88 eV
<S²> = 6.045
F_max = 0.030 hartree/bohr
relative energy (zero: lowest compared OMol25 entry of this formula, charge and spin) = 0.609 eV

***

The highest F_max belongs to which entry? C28H38N5OsPS3Si

***

The highest relative energy (zero: lowest compared OMol25 entry of this formula, charge and spin) belongs to which entry? C28H38N5OsPS3Si

***

Which value of multiplicity does entry 1 give? 5